1.
ORCA calculation (ωB97M-V with the def2-TZVPD basis set) on a 2-piece molecular cluster, C3H4O3 overall at a distorted geometry.

Values from the calculation:
- HOMO level: -10.7 eV
- ΔE to the lowest compared entry with this formula, charge and spin: 2.277 eV
- Molecular weight: 88.06 g/mol
- Lowest unoccupied orbital energy: 0.918 eV
- Charge: 0
- Frontier orbital gap: 11.6 eV
- F_max: 1.567 eV Å⁻¹

CARTESIAN COORDINATES (ANGSTROEM)
O  0.54  0.67  1.19
C  0.67  -0.21  0.13
C  0.09  -1.52  0.33
O  -0.46  -0.62  -0.63
C  -1.09  2.02  -0.90
O  -1.93  2.17  -1.65
H  0.59  1.57  0.84
H  1.54  -0.03  -0.49
H  -0.54  -1.63  1.22
H  0.60  -2.40  -0.03

---

2.
ORCA calculation (ωB97M-V with the def2-TZVPD basis set) on one molecule with the formula C3H4O3.

Values from the calculation:
- HOMO level: -10.2 eV
- ΔE to the lowest compared entry with this formula, charge and spin: 1.160 eV
- Molecular weight: 88.06 g/mol
- Lowest unoccupied orbital energy: 0.865 eV
- Charge: 0
- Frontier orbital gap: 11.1 eV
- SMILES string: O=CCOC=O
- F_max: 0.589 eV Å⁻¹

CARTESIAN COORDINATES (ANGSTROEM)
O  1.31  1.25  -0.95
C  1.27  0.41  -0.09
C  0.38  -0.82  -0.16
O  -0.94  -0.50  -0.60
C  -1.52  0.44  0.16
O  -0.98  0.98  1.09
H  1.92  0.46  0.81
H  0.78  -1.52  -0.91
H  0.33  -1.32  0.81
H  -2.54  0.63  -0.17

---

3.
ORCA calculation (ωB97M-V with the def2-TZVPD basis set) on a 3-piece molecular cluster, C3H4O3 overall at a distorted geometry.

Values from the calculation:
- HOMO level: -10.4 eV
- ΔE to the lowest compared entry with this formula, charge and spin: 2.674 eV
- Molecular weight: 88.06 g/mol
- Lowest unoccupied orbital energy: 0.552 eV
- Charge: 0
- Frontier orbital gap: 10.9 eV
- F_max: 1.446 eV Å⁻¹

CARTESIAN COORDINATES (ANGSTROEM)
O  2.84  -0.04  -0.29
C  1.71  -0.01  -0.44
O  0.58  2.50  0.10
C  -0.55  2.10  -0.03
C  -0.61  -2.09  0.21
O  0.50  -2.54  0.06
H  -1.41  2.68  0.35
H  -0.77  1.13  -0.51
H  -0.78  -1.06  0.58
H  -1.51  -2.68  -0.02

---

4.
ORCA calculation (ωB97M-V with the def2-TZVPD basis set) on one molecule with the formula C3H4O3S at a distorted geometry.

Values from the calculation:
- HOMO level: -9.5 eV
- ΔE to the lowest compared entry with this formula, charge and spin: 1.624 eV
- Molecular weight: 120.13 g/mol
- Lowest unoccupied orbital energy: -0.161 eV
- Charge: 0
- Frontier orbital gap: 9.4 eV
- SMILES string: O=C(O)COC=S
- F_max: 2.921 eV Å⁻¹

CARTESIAN COORDINATES (ANGSTROEM)
O  -2.45  -1.37  -0.17
C  -1.69  -0.41  -0.07
O  -2.06  0.84  -0.20
C  -0.19  -0.58  0.20
O  0.53  0.71  0.01
C  1.85  0.64  -0.07
S  2.79  -0.71  -0.17
H  -1.30  1.51  -0.17
H  0.16  -1.21  -0.55
H  0.06  -1.01  1.20
H  2.31  1.61  -0.02